1.
C11H15N | the ωB97M-V functional and the def2-TZVPD basis

Bonds (Å) are listed after each position.
Atoms and positions in Å:
1 C 1.67 0.97 4.38  C2 1.537, H3 1.099, H4 1.090, H5 1.092
2 C 1.97 0.48 2.95  C1 1.537, H6 1.086, H7 1.084, H8 1.089
3 H 1.68 2.07 4.41  C1 1.099
4 H 0.63 0.78 4.60  C1 1.090
5 H 2.37 0.59 5.13  C1 1.092
6 H 1.98 -0.61 2.92  C2 1.086
7 H 2.79 0.98 2.45  C2 1.084
8 H 1.14 0.81 2.33  C2 1.089
9 C 0.59 -0.06 -3.98  C12 1.544, H25 1.089, H26 1.101, H27 1.078
10 C -1.41 -1.11 -0.86  C11 1.463, C14 1.408, N18 1.362
11 C -0.59 -0.12 -1.55  C10 1.463, C12 1.404, C17 1.373
12 C -0.20 -0.66 -2.79  C9 1.544, C11 1.404, C13 1.384
13 C -0.49 -2.01 -2.75  C12 1.384, N18 1.387, H23 1.064
14 C -1.99 -0.73 0.36  C10 1.408, C15 1.375, H19 1.078
15 C -1.89 0.55 0.86  C14 1.375, C16 1.407, H20 1.075
16 C -1.10 1.52 0.20  C15 1.407, C17 1.403, H22 1.074
17 C -0.42 1.10 -0.95  C11 1.373, C16 1.403, H24 1.107
18 N -1.22 -2.25 -1.59  C10 1.362, C13 1.387, H21 1.006
19 H -2.59 -1.51 0.81  C14 1.078
20 H -2.33 0.71 1.82  C15 1.075
21 H -1.76 -3.09 -1.51  N18 1.006
22 H -0.96 2.52 0.56  C16 1.074
23 H -0.18 -2.79 -3.40  C13 1.064
24 H 0.14 1.86 -1.53  C17 1.107
25 H 0.65 1.02 -3.87  C9 1.089
26 H -0.01 -0.44 -4.82  C9 1.101
27 H 1.52 -0.57 -4.18  C9 1.078

Calculated values
**HOMO-LUMO gap**: 8.7 eV
**E_HOMO**: -0.2852 hartree
**E**: -482.87479 Ha
**Largest force on an atom**: 0.0654 Eh/bohr
**E_LUMO**: 0.92 eV
**Energy relative to the best compared isomer or geometry (same formula, charge and spin)**: 25.3 kcal/mol
**Charge**: 0
**SMILES**: Cc1c[nH]c2ccccc12.CC

---

2.
C11H15N | the ωB97M-V functional and the def2-TZVPD basis

Bonds (Å) are listed after each position.
Atoms and positions in Å:
1 C -0.07 -0.30 3.54  C2 1.524, H12 1.018, H13 1.074, H14 1.061
2 C -1.39 0.20 2.96  C1 1.524, H15 1.148, H16 1.105, N27 1.459
3 C -1.31 -0.51 0.49  C4 1.537, C11 1.477, H18 1.096, N27 1.443
4 C -0.81 0.92 0.22  C3 1.537, C5 1.516, H19 1.087, H20 1.060
5 C 0.07 0.71 -0.99  C4 1.516, C6 1.333, C10 1.487
6 C 0.40 1.49 -2.03  C5 1.333, C7 1.383, H21 1.109
7 C 1.39 1.19 -2.95  C6 1.383, C8 1.406, H22 1.142
8 C 2.02 -0.06 -2.82  C7 1.406, C9 1.422, H23 1.107
9 C 1.67 -0.97 -1.78  C8 1.422, C10 1.416, H24 1.100
10 C 0.71 -0.62 -0.81  C5 1.487, C9 1.416, C11 1.519
11 C -0.08 -1.30 0.29  C3 1.477, C10 1.519, H25 1.125, H26 1.102
12 H 0.25 0.21 4.37  C1 1.018
13 H -0.14 -1.35 3.73  C1 1.074
14 H 0.64 -0.24 2.75  C1 1.061
15 H -2.34 0.06 3.59  C2 1.148
16 H -1.26 1.26 2.69  C2 1.105
17 H -2.67 -1.11 1.90  N27 0.972
18 H -2.20 -0.79 -0.09  C3 1.096
19 H -0.28 1.23 1.11  C4 1.087
20 H -1.68 1.50 0.03  C4 1.060
21 H -0.08 2.48 -2.08  C6 1.109
22 H 1.90 1.85 -3.73  C7 1.142
23 H 2.82 -0.22 -3.57  C8 1.107
24 H 2.32 -1.85 -1.62  C9 1.100
25 H 0.41 -1.34 1.30  C11 1.125
26 H -0.25 -2.38 0.15  C11 1.102
27 N -1.88 -0.56 1.82  C2 1.459, C3 1.443, H17 0.972

Calculated values
**HOMO-LUMO gap**: 9.2 eV
**E_HOMO**: -0.3021 hartree
**E**: -482.83961 Ha
**Largest force on an atom**: 0.0906 Eh/bohr
**E_LUMO**: 1.02 eV
**Energy relative to the best compared isomer or geometry (same formula, charge and spin)**: 47.4 kcal/mol
**Charge**: 0
**SMILES**: CCNC1Cc2ccccc2C1

---

3.
C11H15N | the ωB97M-V functional and the def2-TZVPD basis

Bonds (Å) are listed after each position.
Atoms and positions in Å:
1 C 1.34 1.28 -2.04  C2 1.535, H3 1.102, H4 1.093, H5 1.090
2 C 0.38 0.54 -2.97  C1 1.535, H6 1.085, H7 1.086, H8 1.091
3 H 1.69 0.58 -1.26  C1 1.102
4 H 2.26 1.60 -2.54  C1 1.093
5 H 1.07 2.14 -1.43  C1 1.090
6 H -0.67 0.64 -2.71  C2 1.085
7 H 0.58 -0.53 -2.97  C2 1.086
8 H 0.52 1.03 -3.94  C2 1.091
9 C -0.80 1.81 2.60  C12 1.479, H24 1.087, H25 1.104, H27 1.097
10 C 0.35 -1.29 0.96  C11 1.410, C14 1.395, N18 1.367
11 C -0.68 -0.34 1.14  C10 1.410, C12 1.456, C16 1.380
12 C -0.28 0.46 2.29  C9 1.479, C11 1.456, C13 1.366
13 C 0.97 0.03 2.64  C12 1.366, N18 1.387, H21 1.077
14 C 0.27 -2.24 -0.05  C10 1.395, C15 1.370, H20 1.086
15 C -0.82 -2.23 -0.88  C14 1.370, C17 1.424, H22 1.081
16 C -1.74 -0.28 0.26  C11 1.380, C17 1.402, H23 1.084
17 C -1.75 -1.15 -0.84  C15 1.424, C16 1.402, H26 1.081
18 N 1.38 -1.02 1.83  C10 1.367, C13 1.387, H19 1.003
19 H 2.28 -1.45 1.83  N18 1.003
20 H 1.06 -2.97 -0.22  C14 1.086
21 H 1.54 0.46 3.44  C13 1.077
22 H -1.03 -3.03 -1.57  C15 1.081
23 H -2.54 0.45 0.17  C16 1.084
24 H -0.14 2.46 3.17  C9 1.087
25 H -1.75 1.84 3.15  C9 1.104
26 H -2.35 -1.06 -1.74  C17 1.081
27 H -1.14 2.28 1.67  C9 1.097

Calculated values
**HOMO-LUMO gap**: 8.8 eV
**E_HOMO**: -0.2886 hartree
**E**: -482.87905 Ha
**Largest force on an atom**: 0.0572 Eh/bohr
**E_LUMO**: 0.91 eV
**Energy relative to the best compared isomer or geometry (same formula, charge and spin)**: 22.7 kcal/mol
**Charge**: 0
**SMILES**: Cc1c[nH]c2ccccc12.CC

---

4.
C11H15N | the ωB97M-V functional and the def2-TZVPD basis

Bonds (Å) are listed after each position.
Atoms and positions in Å:
1 C 2.47 -0.42 -0.05  C3 1.520, H14 1.123, H15 1.157, H19 0.963
2 C 0.63 1.26 0.80  C3 1.416, C4 1.407, C6 1.498
3 C 1.43 0.68 -0.21  C1 1.520, C2 1.416, C5 1.404
4 C -0.04 2.40 0.32  C2 1.407, C9 1.419, N10 1.423
5 C 1.45 1.54 -1.31  C3 1.404, N10 1.478, H16 1.053
6 C 0.39 0.90 2.24  C2 1.498, C7 1.418, H11 1.092
7 C -0.65 1.54 2.96  C6 1.418, C8 1.486, H12 0.996
8 C -1.34 2.70 2.35  C7 1.486, C9 1.374, H13 1.151
9 C -1.08 3.04 1.04  C4 1.419, C8 1.374, H18 1.243
10 N 0.35 2.49 -1.04  C4 1.423, C5 1.478, H17 1.024
11 H 0.96 0.10 2.72  C6 1.092
12 H -0.76 1.25 3.91  C7 0.996
13 H -2.12 3.06 3.12  C8 1.151
14 H 3.19 -0.10 0.75  C1 1.123
15 H 3.23 -0.57 -0.91  C1 1.157
16 H 1.81 1.53 -2.30  C5 1.053
17 H -0.25 2.92 -1.76  N10 1.024
18 H -1.82 3.92 0.57  C9 1.243
19 H 2.09 -1.28 0.19  C1 0.963
20 C -1.16 -3.74 -0.95  C21 1.613, H22 1.053, H23 1.132, H24 1.041
21 C -1.28 -2.94 -2.35  C20 1.613, H25 1.095, H26 1.101, H27 1.078
22 H -1.09 -3.02 -0.19  C20 1.053
23 H -2.09 -4.39 -0.92  C20 1.132
24 H -0.40 -4.45 -0.99  C20 1.041
25 H -1.29 -1.86 -2.24  C21 1.095
26 H -2.19 -3.37 -2.79  C21 1.101
27 H -0.43 -3.19 -2.97  C21 1.078

Calculated values
**HOMO-LUMO gap**: 8.9 eV
**E_HOMO**: -0.2931 hartree
**E**: -482.80760 Ha
**Largest force on an atom**: 0.1414 Eh/bohr
**E_LUMO**: 0.88 eV
**Energy relative to the best compared isomer or geometry (same formula, charge and spin)**: 67.5 kcal/mol
**Charge**: 0
**SMILES**: Cc1c[nH]c2ccccc12.CC

---

5.
C11H15N | the ωB97M-V functional and the def2-TZVPD basis

Bonds (Å) are listed after each position.
Atoms and positions in Å:
1 C 1.38 -2.45 1.72  C4 1.507, H16 1.112, H17 1.087, H19 1.088
2 C -0.56 0.58 0.80  C3 1.433, C6 1.378, N10 1.362
3 C -0.41 -0.84 0.64  C2 1.433, C4 1.430, C8 1.391
4 C 0.56 -1.19 1.62  C1 1.507, C3 1.430, C5 1.373
5 C 0.85 -0.08 2.38  C4 1.373, N10 1.396, H13 1.081
6 C -1.36 1.38 0.02  C2 1.378, C7 1.408, H12 1.082
7 C -2.16 0.76 -0.97  C6 1.408, C9 1.383, H14 1.081
8 C -1.10 -1.42 -0.43  C3 1.391, C9 1.410, H15 1.071
9 C -2.01 -0.61 -1.12  C7 1.383, C8 1.410, H18 1.094
10 N 0.12 1.01 1.90  C2 1.362, C5 1.396, H11 0.996
11 H 0.12 1.89 2.37  N10 0.996
12 H -1.44 2.45 -0.06  C6 1.082
13 H 1.49 -0.13 3.25  C5 1.081
14 H -2.77 1.35 -1.63  C7 1.081
15 H -0.97 -2.44 -0.73  C8 1.071
16 H 0.93 -3.01 2.57  C1 1.112
17 H 2.40 -2.21 2.00  C1 1.087
18 H -2.58 -1.26 -1.80  C9 1.094
19 H 1.26 -3.14 0.89  C1 1.088
20 C 2.11 1.14 -3.20  C21 1.529, H22 1.090, H23 1.084, H24 1.088
21 C 1.11 1.39 -2.07  C20 1.529, H25 1.089, H26 1.110, H27 1.089
22 H 2.81 0.34 -2.96  C20 1.090
23 H 1.62 0.73 -4.07  C20 1.084
24 H 2.67 2.05 -3.39  C20 1.088
25 H 0.06 1.20 -2.31  C21 1.089
26 H 1.18 0.67 -1.23  C21 1.110
27 H 1.29 2.30 -1.50  C21 1.089

Calculated values
**HOMO-LUMO gap**: 8.6 eV
**E_HOMO**: -0.2832 hartree
**E**: -482.87196 Ha
**Largest force on an atom**: 0.0515 Eh/bohr
**E_LUMO**: 0.90 eV
**Energy relative to the best compared isomer or geometry (same formula, charge and spin)**: 27.1 kcal/mol
**Charge**: 0
**SMILES**: Cc1c[nH]c2ccccc12.CC

---

6.
C11H15N | the ωB97M-V functional and the def2-TZVPD basis

Bonds (Å) are listed after each position.
Atoms and positions in Å:
1 C -0.03 -0.80 2.27  C3 1.558, H14 1.154, H15 1.122, H19 1.060
2 C 0.18 0.97 0.54  C3 1.438, C4 1.425, C6 1.450
3 C -0.72 0.03 1.15  C1 1.558, C2 1.438, C5 1.322
4 C -0.68 1.73 -0.31  C2 1.425, C9 1.371, N10 1.408
5 C -1.95 0.08 0.65  C3 1.322, N10 1.411, H16 1.044
6 C 1.41 1.67 0.86  C2 1.450, C7 1.396, H11 1.081
7 C 1.83 2.79 0.14  C6 1.396, C8 1.407, H12 1.151
8 C 0.97 3.31 -0.84  C7 1.407, C9 1.378, H13 1.070
9 C -0.32 2.84 -1.02  C4 1.371, C8 1.378, H18 1.144
10 N -2.00 1.29 -0.06  C4 1.408, C5 1.411, H17 0.991
11 H 1.97 1.41 1.75  C6 1.081
12 H 2.87 3.21 0.39  C7 1.151
13 H 1.35 4.20 -1.29  C8 1.070
14 H 0.16 -0.05 3.12  C1 1.154
15 H 0.95 -1.19 1.87  C1 1.122
16 H -2.69 -0.64 0.53  C5 1.044
17 H -2.87 1.43 -0.51  N10 0.991
18 H -0.94 3.43 -1.78  C9 1.144
19 H -0.60 -1.56 2.74  C1 1.060
20 C 0.73 -3.39 -1.43  C21 1.540, H22 1.110, H23 1.090, H24 1.123
21 C -0.51 -2.52 -1.17  C20 1.540, H25 1.076, H26 1.085, H27 1.103
22 H 0.92 -4.20 -0.70  C20 1.110
23 H 0.70 -4.16 -2.20  C20 1.090
24 H 1.67 -2.77 -1.54  C20 1.123
25 H -1.00 -2.28 -2.10  C21 1.076
26 H -0.27 -1.68 -0.53  C21 1.085
27 H -1.13 -3.14 -0.49  C21 1.103

Calculated values
**HOMO-LUMO gap**: 8.8 eV
**E_HOMO**: -0.2908 hartree
**E**: -482.83164 Ha
**Largest force on an atom**: 0.1109 Eh/bohr
**E_LUMO**: 0.93 eV
**Energy relative to the best compared isomer or geometry (same formula, charge and spin)**: 52.4 kcal/mol
**Charge**: 0
**SMILES**: Cc1c[nH]c2ccccc12.CC

---

7.
C11H15N | the ωB97M-V functional and the def2-TZVPD basis

Bonds (Å) are listed after each position.
Atoms and positions in Å:
1 C -2.78 0.16 2.15  C2 1.518, H3 1.093, H4 1.087, H5 1.094
2 C -3.64 1.20 1.46  C1 1.518, H6 1.087, H7 1.089, H8 1.094
3 H -3.40 -0.73 2.35  C1 1.093
4 H -1.88 -0.10 1.60  C1 1.087
5 H -2.48 0.48 3.16  C1 1.094
6 H -3.15 2.16 1.36  C2 1.087
7 H -4.64 1.32 1.85  C2 1.089
8 H -3.90 0.86 0.45  C2 1.094
9 C 2.37 1.06 -2.94  C12 1.506, H25 1.096, H26 1.093, H27 1.087
10 C 1.63 -0.64 0.32  C11 1.418, C15 1.394, N18 1.366
11 C 1.21 -0.24 -0.97  C10 1.418, C12 1.437, C17 1.391
12 C 2.34 0.41 -1.58  C9 1.506, C11 1.437, C13 1.353
13 C 3.30 0.50 -0.64  C12 1.353, N18 1.391, H24 1.080
14 C -0.46 -1.68 0.71  C15 1.377, C16 1.398, H19 1.080
15 C 0.82 -1.42 1.15  C10 1.394, C14 1.377, H20 1.083
16 C -0.90 -1.34 -0.57  C14 1.398, C17 1.383, H21 1.079
17 C -0.08 -0.58 -1.38  C11 1.391, C16 1.383, H22 1.085
18 N 2.87 -0.12 0.54  C10 1.366, C13 1.391, H23 1.006
19 H -1.13 -2.14 1.42  C14 1.080
20 H 1.21 -1.67 2.13  C15 1.083
21 H -1.91 -1.54 -0.87  C16 1.079
22 H -0.38 -0.28 -2.38  C17 1.085
23 H 3.58 -0.40 1.20  N18 1.006
24 H 4.30 0.88 -0.74  C13 1.080
25 H 2.87 2.02 -2.81  C9 1.096
26 H 1.40 1.44 -3.28  C9 1.093
27 H 2.85 0.41 -3.68  C9 1.087

Calculated values
**HOMO-LUMO gap**: 8.8 eV
**E_HOMO**: -0.2902 hartree
**E**: -482.89518 Ha
**Largest force on an atom**: 0.0256 Eh/bohr
**E_LUMO**: 0.94 eV
**Energy relative to the best compared isomer or geometry (same formula, charge and spin)**: 12.5 kcal/mol
**Charge**: 0
**SMILES**: Cc1c[nH]c2ccccc12.CC

---

8.
C11H15N | the ωB97M-V functional and the def2-TZVPD basis

Bonds (Å) are listed after each position.
Atoms and positions in Å:
1 C 2.42 0.41 -2.56  C4 1.467, H17 1.076, H18 1.064, H19 1.078
2 C -0.30 1.02 -0.04  C3 1.422, C7 1.416, N10 1.405
3 C 1.05 0.63 -0.30  C2 1.422, C4 1.399, C9 1.405
4 C 1.37 0.86 -1.64  C1 1.467, C3 1.399, C5 1.420
5 C 0.27 1.60 -2.15  C4 1.420, N10 1.393, H16 1.083
6 C -0.18 0.35 2.24  C7 1.401, C8 1.407, H11 1.102
7 C -0.91 0.98 1.23  C2 1.416, C6 1.401, H12 1.068
8 C 1.13 -0.11 2.00  C6 1.407, C9 1.352, H13 1.102
9 C 1.73 0.07 0.80  C3 1.405, C8 1.352, H14 1.159
10 N -0.76 1.64 -1.21  C2 1.405, C5 1.393, H15 1.022
11 H -0.72 0.26 3.20  C6 1.102
12 H -1.90 1.36 1.37  C7 1.068
13 H 1.62 -0.62 2.84  C8 1.102
14 H 2.72 -0.51 0.65  C9 1.159
15 H -1.59 2.18 -1.47  N10 1.022
16 H 0.00 1.89 -3.16  C5 1.083
17 H 2.12 -0.30 -3.30  C1 1.076
18 H 3.24 -0.05 -2.06  C1 1.064
19 H 2.91 1.29 -2.95  C1 1.078
20 C -1.97 -3.32 0.41  C21 1.503, H22 1.082, H23 1.133, H24 1.103
21 C -2.76 -2.44 1.35  C20 1.503, H25 1.122, H26 1.104, H27 1.111
22 H -1.61 -4.20 0.92  C20 1.082
23 H -2.64 -3.77 -0.38  C20 1.133
24 H -0.99 -2.94 0.09  C20 1.103
25 H -3.23 -3.06 2.16  C21 1.122
26 H -3.54 -1.89 0.81  C21 1.104
27 H -2.15 -1.80 2.02  C21 1.111

Calculated values
**HOMO-LUMO gap (spin up / spin down)**: 9.3 / 6.3 eV
**E_HOMO (spin up / spin down)**: -0.4813 / -0.4928 hartree
**E**: -482.59776 Ha
**Spin multiplicity**: 2
**Largest force on an atom**: 0.0765 Eh/bohr
**E_LUMO (spin up / spin down)**: -3.82 / -7.09 eV
**Energy relative to the best compared isomer or geometry (same formula, charge and spin)**: 24.3 kcal/mol
**Charge**: +1